[1]
Formula: C36H64N13O15
Source: the Open Molecules 2025 dataset
Level of theory: ωB97M-V/def2-TZVPD

Values from the calculation:
molecular weight = 918.98 g/mol
total energy = -88404.15115 eV
energy above the lowest of the compared OMol25 structures with the same formula, charge and spin = 3.3592 eV
lowest unoccupied orbital energy = -4.8 eV
frontier orbital gap = 4.378 eV
HOMO energy = -9.2 eV

Structure (ORCA input):
```
! wB97M-V def2-TZVPD RIJCOSX def2/J DEFGRID3
* xyz 1 1
C -2.939 1.469 0.353
C -1.513 0.987 -0.266
C -0.315 0.866 0.821
C -0.507 -0.422 1.661
C -0.518 -1.606 0.694
C -1.647 -1.634 -0.426
N -1.737 -0.318 -0.943
O -2.109 -0.174 -2.116
C -3.036 -1.955 0.010
C -1.120 -2.630 -1.537
C -1.091 2.141 -1.365
H -3.073 2.398 0.345
H -3.142 1.261 1.393
H -3.777 1.102 -0.298
H -0.185 1.706 1.561
H 0.616 1.001 0.277
H -1.382 -0.394 2.315
H 0.405 -0.596 2.376
H -0.526 -2.591 1.371
H 0.404 -1.726 0.296
H -2.973 -2.996 0.058
H -3.896 -1.775 -0.543
H -3.333 -1.639 1.207
H -1.814 -2.895 -2.205
H -0.925 -3.543 -1.042
H -0.398 -2.281 -2.131
H -0.316 1.878 -1.859
H -0.665 3.081 -0.934
H -2.008 2.298 -1.962
N 2.642 -6.040 1.901
C 1.669 -6.592 1.038
C 1.237 -5.572 0.017
C 2.108 -4.330 0.251
C 2.938 -4.713 1.581
H 2.992 -6.674 2.717
H 1.203 -7.467 1.070
H 0.384 -5.650 -0.573
H 2.291 -3.441 -0.355
H 3.774 -4.230 1.957
N 1.523 5.570 5.023
C 0.277 5.842 5.584
C -0.577 4.628 5.243
C 0.282 3.732 4.322
C 1.610 4.488 4.123
H 2.274 6.213 5.017
H 0.042 6.750 6.112
H -1.608 4.218 5.436
H 0.146 2.792 3.945
H 2.597 4.243 3.533
N -4.105 -1.808 3.745
C -5.348 -2.388 3.226
C -5.180 -3.863 3.068
C -3.614 -3.924 3.318
C -3.049 -2.579 3.702
H -4.051 -0.824 4.075
H -6.376 -1.822 2.781
H -5.736 -4.648 2.808
H -3.130 -4.717 3.243
H -2.010 -2.220 3.929
N 2.382 -0.236 6.222
C 2.086 -1.520 6.652
C 2.062 -2.452 5.363
C 2.286 -1.443 4.188
C 2.579 -0.149 4.812
H 2.537 0.524 6.895
H 1.929 -1.733 7.661
H 1.894 -3.500 5.339
H 2.314 -1.481 3.104
H 2.990 0.782 4.371
N 5.040 -2.972 -3.702
C 3.888 -3.405 -3.180
C 2.844 -2.675 -4.001
C 3.486 -1.967 -5.082
C 4.968 -2.087 -4.802
H 6.063 -3.268 -3.206
H 3.851 -3.984 -2.315
H 1.800 -2.815 -3.897
H 2.873 -1.518 -5.830
H 6.004 -1.775 -5.391
C 4.552 4.102 1.025
N 3.234 3.444 0.550
O 2.519 4.293 0.085
O 2.956 2.313 0.960
H 5.027 4.762 0.302
H 5.272 3.687 1.509
H 4.163 4.745 1.791
C -5.854 2.299 -5.058
N -5.035 2.459 -3.790
O -5.470 2.205 -2.687
O -3.892 2.796 -4.111
H -5.757 1.171 -5.296
H -5.485 2.783 -5.701
H -6.961 2.530 -4.823
C -0.860 6.336 1.864
N -1.998 5.634 2.545
O -2.376 4.547 2.006
O -2.730 6.312 3.250
H 0.065 5.646 1.752
H -0.502 6.969 2.815
H -1.110 6.978 0.896
C -0.584 1.121 -5.449
N 0.736 0.418 -5.139
O 0.619 -0.638 -4.612
O 1.770 0.769 -5.738
H -0.284 2.131 -5.443
H -1.231 0.994 -4.614
H -0.962 0.638 -6.298
C 1.376 5.590 -2.687
N 1.854 4.193 -2.975
O 2.967 3.994 -2.926
O 1.024 3.418 -3.629
H 2.170 6.171 -2.181
H 0.531 5.558 -2.031
H 1.010 5.913 -3.469
C 3.720 0.551 -2.566
N 3.158 -0.322 -1.441
O 1.974 -0.282 -1.152
O 3.953 -1.017 -0.834
H 4.460 0.072 -3.208
H 4.417 1.329 -2.175
H 2.866 1.079 -2.774
C -3.145 -6.280 -3.496
N -2.954 -6.884 -2.187
O -3.437 -8.017 -2.057
O -2.155 -6.270 -1.446
H -2.390 -5.473 -3.542
H -3.922 -5.848 -3.697
H -2.859 -7.221 -4.268
*
```

[2]
Formula: C4H5O3P
Source: the Open Molecules 2025 dataset
Level of theory: ωB97M-V/def2-TZVPD

Values from the calculation:
molecular weight = 132.06 g/mol
total energy = -19657.22304 eV
energy above the lowest of the compared OMol25 structures with the same formula, charge and spin = 1.3910 eV
lowest unoccupied orbital energy = -0.5 eV
frontier orbital gap = 9.445 eV
HOMO energy = -9.9 eV

Structure (ORCA input):
```
! wB97M-V def2-TZVPD RIJCOSX def2/J DEFGRID3
* xyz 0 1
C 0.971 0.949 0.030
C 2.986 1.175 -0.883
C -0.044 1.283 0.807
C 0.810 -0.110 -0.999
O 4.135 1.581 -0.934
O 2.038 1.734 -0.094
O 2.659 0.002 -1.382
P 0.608 -1.803 -0.331
H -0.155 2.110 1.465
H -0.998 0.546 0.721
H 0.506 0.178 -2.040
H 1.894 -2.031 -0.580
H 0.212 -2.443 -1.496
*
```

[3]
Formula: C16H25Cl3F4IO8PS
Source: the Open Molecules 2025 dataset
Level of theory: ωB97M-V/def2-TZVPD

Values from the calculation:
molecular weight = 717.66 g/mol
total energy = -110036.77673 eV
SMILES = CCO[C@]1(CCF)OS(=O)(=O)[C@@H](Cl)[C@@](I)(/C(Cl)=C(/C)Cl)[C@]1(C)C(F)(F)F.COP(=O)(OC)OC
lowest unoccupied orbital energy = -0.9 eV
frontier orbital gap = 8.500 eV
HOMO energy = -9.4 eV

Structure (ORCA input):
```
! wB97M-V def2-TZVPD RIJCOSX def2/J DEFGRID3
* xyz 0 1
C -3.606 -0.248 5.465
C -2.180 -0.712 5.114
O -2.200 -1.851 4.276
C -1.748 -1.866 2.955
C -2.195 -0.545 2.318
C -2.403 -0.363 0.819
F -3.688 -0.732 0.468
O -2.635 -2.887 2.416
S -2.260 -3.733 1.130
O -2.242 -5.124 1.454
O -3.209 -3.431 0.111
C -0.530 -3.300 0.508
Cl -0.800 -2.882 -1.177
C 0.378 -2.355 1.390
I 2.409 -3.293 1.699
C 0.837 -1.026 0.745
Cl 0.504 0.545 1.444
C 1.576 -0.874 -0.378
C 2.015 0.463 -0.914
Cl 2.157 -2.151 -1.388
C -0.237 -2.338 2.867
C 0.512 -1.359 3.807
C -0.050 -3.735 3.607
F 0.041 -4.789 2.783
F -1.082 -4.020 4.413
F 1.022 -3.755 4.414
H -3.949 -0.823 6.325
H -3.552 0.787 5.801
H -4.303 -0.396 4.646
H -1.729 -1.006 6.064
H -1.611 0.158 4.792
H -1.672 0.322 2.700
H -3.212 -0.399 2.688
H -2.375 0.715 0.637
H -1.668 -0.796 0.143
H -0.058 -4.276 0.508
H 1.135 1.015 -1.246
H 2.569 1.027 -0.167
H 2.669 0.351 -1.773
H 0.289 -1.584 4.845
H 1.572 -1.277 3.596
H 0.090 -0.368 3.688
C 0.152 4.433 -6.492
O 1.403 3.741 -6.329
P 1.924 3.522 -4.836
O 0.822 3.732 -3.888
O 3.017 4.708 -4.802
C 3.324 5.588 -5.877
O 2.932 2.458 -4.167
C 2.994 1.115 -4.689
H 0.030 4.581 -7.562
H -0.674 3.837 -6.116
H 0.183 5.394 -5.985
H 2.624 6.424 -5.892
H 3.317 5.081 -6.839
H 4.323 5.980 -5.695
H 3.321 1.113 -5.729
H 2.014 0.639 -4.605
H 3.715 0.565 -4.092
*
```

> Which value of HOMO energy does entry 2 give?

-9.9 eV

What did the second record say?
Formula: C4H5O3P
Source: the Open Molecules 2025 dataset
Level of theory: ωB97M-V/def2-TZVPD

Values from the calculation:
molecular weight = 132.06 g/mol
total energy = -19657.22304 eV
energy above the lowest of the compared OMol25 structures with the same formula, charge and spin = 1.3910 eV
lowest unoccupied orbital energy = -0.5 eV
frontier orbital gap = 9.445 eV
HOMO energy = -9.9 eV

Structure (ORCA input):
```
! wB97M-V def2-TZVPD RIJCOSX def2/J DEFGRID3
* xyz 0 1
C 0.971 0.949 0.030
C 2.986 1.175 -0.883
C -0.044 1.283 0.807
C 0.810 -0.110 -0.999
O 4.135 1.581 -0.934
O 2.038 1.734 -0.094
O 2.659 0.002 -1.382
P 0.608 -1.803 -0.331
H -0.155 2.110 1.465
H -0.998 0.546 0.721
H 0.506 0.178 -2.040
H 1.894 -2.031 -0.580
H 0.212 -2.443 -1.496
*
```